1.
Here is a molecular structure, C23H25CrF3NO4S from OMol25. Energies are from the ωB97M-V functional and the def2-TZVPD basis.

Lowest unoccupied orbital energy (spin up / spin down) in eV: 2.28 / 2.24
Spin multiplicity: 5
HOMO energy (spin up / spin down) in eV: -3.307 / -4.081
Gap between HOMO and LUMO (spin up / spin down) in eV: 5.6 / 6.3
Relative energy (zero: lowest compared OMol25 entry of this formula, charge and spin) in eV: 0.000
Charge: -1

Last column: natural (NBO) charge in e.
Element x y z (Å)
Cr  -0.37327  0.30115  1.41269  1.2025
S  -1.84316  1.87010  3.84513  2.3300
F  0.28386  2.84837  5.14247  -0.3293
F  -1.26033  1.91850  6.42827  -0.3230
F  0.10884  0.65615  5.23361  -0.3258
O  -2.53562  3.11262  4.06779  -0.9514
O  -0.95711  1.87517  2.62472  -1.0314
O  -2.55433  0.61116  3.99444  -0.9486
O  -1.25385  0.99564  0.01731  -0.6159
N  -1.30044  1.48113  -2.21841  -0.7158
C  3.49430  1.93386  -3.13380  -0.2095
C  -0.46721  -3.19253  1.05115  -0.3277
C  3.48194  0.71219  -3.81277  -0.2378
C  1.64047  -0.26695  2.31875  -0.4143
C  2.29930  2.50126  -2.67423  -0.1933
C  -0.35522  -3.02166  2.46350  -0.3052
C  2.25902  0.08488  -4.06266  -0.1557
C  2.20629  0.20131  0.13556  -0.3212
C  -0.23997  2.50042  -2.50035  -0.2176
C  2.17913  -0.81335  1.11495  -0.2637
C  -0.60090  1.82418  5.25443  0.7004
C  -0.61582  -0.79189  -1.40235  -0.5444
C  1.06122  0.67794  -3.64254  -0.2237
C  -1.24254  -2.13922  0.53641  -0.0931
C  -1.73912  -1.33648  1.66091  -0.5008
C  -3.06660  -1.51452  -1.03476  -0.6051
C  -1.57911  -1.90886  -0.91174  -0.0567
C  -1.33633  -3.18517  -1.73656  -0.5938
C  -1.06279  -1.87785  2.84525  -0.2876
C  1.44626  1.16404  2.10246  -0.3712
C  1.06880  1.86173  -2.90261  -0.0493
C  1.59264  1.37777  0.67522  -0.3780
C  -1.10290  0.60759  -1.19943  0.7542
H  -3.29433  -0.63658  -0.41115  0.2132
H  -1.63365  -3.03645  -2.78533  0.1913
H  -3.32797  -1.30553  -2.08409  0.1894
H  -3.69695  -2.34779  -0.68168  0.2222
H  -0.09270  3.15743  -1.63098  0.2026
H  -2.23027  1.90244  -2.21857  0.4020
H  -0.60117  3.12831  -3.32662  0.2112
H  2.29811  3.45819  -2.14472  0.2145
H  -1.93164  -4.02784  -1.34692  0.2182
H  2.73733  0.15768  -0.81107  0.2120
H  -0.38013  -0.91889  -2.46416  0.2182
H  0.16667  -3.72845  3.09883  0.1954
H  -2.64548  -0.71368  1.66646  0.2305
H  0.10441  0.22481  -3.91747  0.2244
H  -0.09627  -4.04635  0.48087  0.1952
H  1.36084  1.92977  2.86266  0.2386
H  4.42177  0.26638  -4.14491  0.2114
H  2.60291  -1.80592  0.99492  0.2162
H  2.23430  -0.86688  -4.58883  0.2031
H  4.43694  2.45336  -2.95427  0.2133
H  -1.25333  -1.51746  3.85362  0.2283
H  1.56086  -0.77427  3.27642  0.2435
H  1.54580  2.34774  0.18449  0.1954
H  0.35564  -0.88510  -0.87821  0.3001
H  -0.27710  -3.48361  -1.72213  0.2135

Atomic forces in eV per Å
Cr 1.46 -1.78 1.50
S 0.95 -0.78 -1.01
F -0.53 -0.67 0.40
F 0.72 -0.03 -0.47
F -0.57 1.10 0.26
O -0.01 -0.24 -0.03
O -2.05 1.10 2.35
O 0.15 1.05 0.13
O -1.79 0.89 -5.17
N -0.55 1.50 -2.27
C -0.30 0.12 0.08
C -0.35 0.50 0.23
C -0.23 0.14 0.16
C 0.66 1.50 0.19
C -0.24 -0.26 -0.08
C -0.33 0.17 -0.48
C -0.04 0.32 0.14
C -0.13 -0.54 0.61
C -0.30 -0.28 0.39
C 0.28 0.79 -0.53
C 0.02 -0.36 -0.69
C 0.45 0.06 -1.33
C 0.34 -0.12 -0.29
C -0.75 -0.54 1.30
C 1.06 -1.15 0.16
C 0.07 -0.03 -0.12
C -0.34 -0.19 0.48
C 0.06 -0.05 -0.17
C -1.15 -0.46 -0.63
C 1.69 -1.12 -0.75
C 0.48 -0.04 -0.56
C 1.15 0.05 1.54
C 0.57 -0.65 4.28
H 0.01 -0.28 -0.28
H 0.09 0.07 0.16
H 0.00 0.05 0.19
H 0.25 0.31 -0.11
H 0.04 -0.15 -0.09
H 0.45 0.00 0.38
H -0.06 -0.22 0.19
H 0.13 -0.34 -0.08
H 0.22 0.37 0.00
H -0.49 -0.18 -0.12
H -0.33 -0.08 0.20
H 0.07 0.29 0.13
H 0.54 -0.32 0.14
H 0.44 0.21 0.16
H 0.16 0.43 0.17
H -0.46 -0.27 -0.24
H -0.32 0.09 0.10
H -0.37 0.09 0.01
H -0.02 0.19 0.03
H -0.26 -0.18 -0.02
H 0.13 -0.12 -0.26
H 0.10 0.17 -0.28
H -0.01 -0.19 0.15
H -0.46 -0.06 -0.16
H -0.29 0.13 0.02

=====

2.
Here is C2H4NP in the gas phase from OMol25. Energies are from the ωB97M-V functional and the def2-TZVPD basis.

Lowest unoccupied orbital energy in eV: -0.46
SMILES: C=[PH2]C#N
HOMO energy in eV: -9.480
Gap between HOMO and LUMO in eV: 9.0
Relative energy (zero: lowest compared OMol25 entry of this formula, charge and spin) in eV: 3.503
Charge: 0

Last column: natural (NBO) charge in e.
Element x y z (Å)
P  0.23038  -0.27216  -0.24838  0.8861
N  -2.58182  -0.77895  0.62839  -0.2649
C  -1.63423  -0.41253  0.12513  -0.0589
C  1.39895  0.73305  0.56304  -1.0262
H  0.79798  -1.79105  -0.59783  0.0386
H  -0.08965  0.01527  -1.64373  0.0060
H  1.16981  1.46833  -0.21758  0.2011
H  0.70858  1.03804  1.39095  0.2182

Atomic forces in eV per Å
P -0.14 -2.83 -2.59
N -2.24 -0.41 0.81
C 4.06 -0.18 -0.46
C -2.39 -0.44 -0.16
H -1.74 2.48 1.08
H 0.73 0.05 1.03
H 0.71 1.18 0.10
H 1.01 0.16 0.20

=====

3.
Here is a molecular structure, C23H38N4O3ReS6Sb from OMol25. Energies are from the ωB97M-V functional and the def2-TZVPD basis.

Lowest unoccupied orbital energy (spin up / spin down) in eV: 1.85 / 2.18
Spin multiplicity: 2
HOMO energy (spin up / spin down) in eV: -4.596 / -4.438
Gap between HOMO and LUMO (spin up / spin down) in eV: 6.4 / 6.6
Charge: -1

Last column: Mulliken spin population.
Element x y z (Å)
Re  -0.79067  0.16356  -0.25491  0.9749
Sb  -2.01217  -2.14973  -2.61145  -0.0034
S  -2.22925  -1.33080  -4.70921  -0.0003
S  0.08605  -1.61157  -1.51802  0.1013
S  -2.84371  -0.44496  -1.01773  -0.0230
S  2.88310  3.11302  -3.00737  0.0002
S  -2.77156  -4.23130  -2.12534  -0.0050
S  -2.54825  -1.55779  1.89273  0.0060
O  -1.16785  -1.04979  1.45184  0.0106
O  0.81468  0.38349  1.04486  -0.0288
O  -0.43641  1.43881  -1.66351  -0.0223
N  -1.18195  1.87321  0.88757  -0.0177
N  -0.56389  1.87005  2.14223  0.0086
N  3.29714  1.71687  -5.24830  0.0002
N  1.60633  0.97550  -3.89880  0.0065
C  2.22743  -1.33451  -4.60308  0.0016
C  -2.18234  -1.84962  3.63091  -0.0016
C  -2.63661  -3.24446  1.28571  0.0045
C  2.67157  0.35416  5.67736  -0.0013
C  -4.46275  -1.19122  4.55071  0.0003
C  4.47340  2.49690  -5.57690  0.0000
C  -1.75368  4.19011  1.37788  -0.0012
C  -1.31919  -4.01699  1.37157  0.0020
C  -3.39676  -2.27696  4.44584  0.0001
C  -1.89054  3.17578  -0.93676  0.0112
C  0.98819  1.59884  4.49282  -0.0025
C  1.27896  -0.15245  -4.75744  0.0177
C  5.73905  1.96970  -4.91508  -0.0001
C  2.91605  -0.39803  4.53788  0.0018
C  -1.32343  2.79228  -3.35607  -0.0007
C  0.44926  1.05456  2.10022  -0.0158
C  -1.63984  3.01376  0.45661  -0.0088
C  -1.45923  -5.30498  2.17361  0.0017
C  1.23045  0.84318  3.34779  0.0040
C  1.70642  1.35416  5.65120  0.0014
C  -1.23923  2.46217  -1.90294  0.0117
C  2.19848  -0.15488  3.37503  -0.0025
C  2.57910  1.86888  -4.10715  0.0013
H  1.22466  0.18682  -5.79793  0.0001
H  4.57461  2.49005  -6.66461  0.0000
H  -2.45034  4.04375  -1.25558  -0.0007
H  5.62571  2.00190  -3.83177  0.0000
H  0.26578  -0.46104  -4.50573  -0.0129
H  -0.31739  3.00488  -3.72606  0.0007
H  -0.51699  -5.85350  2.20168  0.0001
H  -1.01026  -4.23774  0.34927  -0.0052
H  3.23272  0.16536  6.58425  -0.0001
H  -1.70079  1.91590  -3.89112  -0.0004
H  4.28411  3.52122  -5.26092  0.0000
H  1.90514  -2.14948  -5.25361  -0.0002
H  -0.53201  -3.38451  1.78835  -0.0057
H  -1.79625  -0.88479  3.96919  -0.0001
H  -2.21132  -5.95782  1.72626  -0.0001
H  2.20003  -1.68929  -3.57329  0.0003
H  -3.04144  -2.54413  5.44385  -0.0001
H  3.66764  -1.17728  4.55310  0.0001
H  2.37058  -0.73165  2.47648  0.0000
H  -4.86497  -0.92782  3.57188  -0.0002
H  -1.76130  -5.10517  3.20665  0.0000
H  6.60142  2.57917  -5.19262  0.0000
H  -2.98269  -3.16557  0.25232  0.0015
H  -3.82727  -3.19092  4.02839  0.0001
H  -2.38902  4.95444  0.93344  0.0003
H  -5.29360  -1.51764  5.17663  0.0001
H  3.26322  -1.08633  -4.84943  -0.0003
H  -2.14753  3.88429  2.34547  -0.0001
H  -1.36530  -2.57111  3.67147  0.0008
H  0.23267  2.37206  4.45583  0.0001
H  1.51585  1.94613  6.53795  0.0001
H  -0.76468  4.61799  1.55253  0.0004
H  -3.44253  -3.70366  1.86714  -0.0009
H  1.08845  1.07204  -3.03411  -0.0099
H  -4.04445  -0.28360  4.99007  0.0000
H  -1.97273  3.64599  -3.53867  -0.0003
H  5.93832  0.93904  -5.21639  0.0000
H  3.14562  0.87305  -5.77470  -0.0001

Atomic forces in eV per Å
Re 0.24 -0.01 0.13
Sb -0.02 0.12 0.09
S 0.01 -0.02 -0.03
S 0.05 -0.15 -0.10
S -0.13 -0.06 -0.08
S -0.08 0.09 -0.01
S 0.00 -0.02 -0.04
S -0.03 -0.02 0.03
O -0.01 0.02 -0.01
O -0.11 -0.06 -0.06
O -0.09 0.05 0.01
N 0.09 0.02 -0.03
N 0.02 -0.03 -0.08
N -0.06 -0.04 -0.02
N 0.02 -0.03 0.00
C 0.00 -0.05 0.00
C 0.02 0.01 0.02
C 0.03 0.04 0.05
C 0.01 0.00 0.00
C 0.00 0.00 0.00
C 0.00 0.03 -0.01
C -0.01 0.01 0.00
C -0.01 0.00 0.00
C 0.00 -0.01 -0.01
C 0.00 0.01 0.00
C -0.01 0.00 -0.03
C -0.01 0.06 -0.04
C 0.00 -0.01 0.01
C 0.00 0.00 0.00
C 0.00 -0.01 0.01
C -0.10 0.11 0.15
C 0.00 0.00 0.06
C 0.00 0.00 0.01
C 0.04 -0.03 -0.04
C 0.00 0.01 0.02
C 0.03 0.01 -0.06
C 0.00 0.00 0.00
C 0.09 -0.08 0.08
H 0.03 0.00 -0.01
H 0.00 0.00 0.00
H 0.00 0.00 0.00
H 0.00 0.00 0.00
H -0.01 -0.02 0.03
H -0.01 0.03 0.00
H 0.01 0.00 0.00
H -0.01 0.00 0.00
H 0.00 0.00 0.00
H 0.00 0.00 0.00
H 0.01 0.00 0.00
H 0.00 0.00 0.01
H 0.00 0.00 -0.01
H 0.01 0.00 0.01
H 0.00 0.00 0.00
H 0.00 0.00 0.00
H 0.00 0.01 0.00
H 0.00 0.00 0.00
H 0.00 0.00 0.00
H 0.00 0.00 0.00
H 0.00 0.00 0.00
H 0.00 0.01 -0.01
H -0.02 -0.01 0.00
H 0.00 0.00 0.00
H 0.00 0.00 -0.01
H 0.00 0.00 0.00
H 0.00 0.02 0.00
H 0.00 0.00 0.00
H -0.01 0.00 0.00
H 0.00 0.00 0.01
H 0.00 0.00 0.00
H 0.00 0.00 0.00
H -0.01 -0.01 -0.02
H 0.03 0.00 -0.01
H 0.00 0.00 0.00
H 0.00 0.00 0.00
H 0.00 0.00 0.00
H 0.01 0.02 -0.01

=====

4.
Here is a molecular structure, C25H33I2N3O8PtSbSi3 from OMol25. Energies are from the ωB97M-V functional and the def2-TZVPD basis.

Lowest unoccupied orbital energy in eV: 1.67
HOMO energy in eV: -4.625
Gap between HOMO and LUMO in eV: 6.3
Relative energy (zero: lowest compared OMol25 entry of this formula, charge and spin) in eV: 0.000
Charge: -1

Last column: Mulliken charge in e.
Element x y z (Å)
Pt  0.22851  -0.44617  -2.29546  1.1116
I  0.01200  -5.66649  -1.87675  0.0675
I  -5.79814  -4.35238  -2.27101  0.0396
Sb  0.18436  -0.51363  0.85803  -0.5616
Si  0.02872  1.81029  1.84859  0.5770
Si  2.31487  -1.61914  1.68365  0.5250
Si  -1.56900  -1.78422  2.15256  0.5412
O  0.14433  -2.47959  -2.27095  -0.7127
O  0.08762  1.54172  -2.32509  -0.9579
O  5.29314  4.93784  -2.01728  -0.6480
O  3.81427  6.49672  -2.04327  -0.6652
O  -0.74922  5.47139  -2.15047  -0.6924
O  -1.49110  3.54553  -2.70201  -0.5846
O  2.21046  -0.43735  -2.04885  -0.3474
O  4.21603  0.45517  -2.06544  -0.7736
N  -0.57807  4.28785  -2.39740  0.9705
N  4.14169  5.32282  -2.10028  1.0908
N  -1.75517  -0.65241  -2.49595  -0.1590
C  2.44716  1.99830  -2.23407  -0.2287
C  -1.38138  -3.59580  1.66279  -0.6072
C  1.06698  2.36965  -2.31316  1.2826
C  3.08917  4.32351  -2.16746  -0.6863
C  -2.63356  0.32251  -2.61473  -0.1054
C  3.00141  0.57597  -2.14910  0.3127
C  3.41871  2.97703  -2.17188  -0.4813
C  -1.46038  -4.22813  -2.12626  -0.7003
C  -4.00900  0.03995  -2.65462  -0.9027
C  -1.37259  2.61087  0.86721  -0.6268
C  -4.44255  -1.25446  -2.55459  -0.6543
C  0.78859  3.77348  -2.31520  -0.2309
C  2.25304  -2.23625  3.46813  -1.1788
C  3.77905  -0.45476  1.48823  -0.8304
C  -3.51165  -2.31188  -2.41607  1.2747
C  -1.07968  -2.89779  -2.26844  0.6135
C  -1.56723  -1.67688  4.03373  -1.0458
C  2.51692  -3.07800  0.51327  -0.8073
C  -2.15486  -1.95575  -2.40159  -0.0982
C  -0.32932  1.98089  3.69190  -1.1976
C  -3.82280  -3.68747  -2.27372  -0.3829
C  -3.23612  -1.16511  1.51258  -0.8264
C  1.77522  4.73813  -2.23444  -0.3423
C  1.61900  2.74568  1.46433  -0.6805
C  -2.80996  -4.60214  -2.13055  -0.2862
H  -1.41199  -3.72406  0.58146  -0.0843
H  3.68073  0.42915  2.12033  0.2254
H  4.69227  -0.97524  1.78957  0.3858
H  3.43934  -3.62568  0.72560  0.3992
H  -4.70182  0.86242  -2.75524  0.4805
H  -3.04767  -5.65046  -2.00715  0.3581
H  -2.23634  1.32815  -2.65875  0.3788
H  2.00389  -1.42597  4.15576  0.2732
H  1.94554  2.59782  0.43776  -0.0773
H  -2.18422  -4.19582  2.09941  0.4339
H  1.51800  5.78333  -2.22660  0.6573
H  -2.33225  2.13971  1.09689  0.3247
H  1.47575  3.81733  1.62330  0.4134
H  4.44759  2.65689  -2.10547  0.6645
H  -3.28511  -1.23597  0.42539  0.0475
H  -4.05569  -1.75651  1.92906  0.4237
H  -5.49826  -1.48784  -2.57576  0.2176
H  -0.27620  3.02507  4.00243  0.3698
H  2.55103  -2.72440  -0.51765  0.2378
H  0.38817  1.41114  4.28437  0.2940
H  -2.37397  -2.28657  4.44643  0.3674
H  -1.45811  3.67558  1.09949  0.3930
H  3.90924  -0.13583  0.45534  0.1084
H  -0.62371  -2.03856  4.44528  0.2453
H  2.43078  2.41891  2.11661  0.3421
H  1.68067  -3.77638  0.59428  0.1229
H  -1.32660  1.60898  3.93161  0.2561
H  -1.70569  -0.65143  4.37857  0.2531
H  -3.40386  -0.12103  1.78526  0.2832
H  1.49739  -3.01528  3.58443  0.2676
H  -0.43142  -4.00491  2.01385  0.2566
H  -1.20197  2.50185  -0.20297  -0.1219
H  3.21504  -2.65390  3.76817  0.3985

Atomic forces in eV per Å
Pt -0.10 -0.10 -0.31
I 0.06 -0.02 0.00
I -0.05 -0.03 0.01
Sb -0.04 0.00 0.29
Si 0.00 0.37 -0.13
Si 0.31 -0.14 -0.11
Si -0.23 -0.17 -0.03
O -0.04 -0.04 0.00
O 0.20 0.16 -0.13
O 0.05 -0.02 -0.25
O -0.03 0.07 -0.25
O 0.05 0.13 0.03
O -0.05 -0.10 -0.13
O 0.00 -0.03 -0.27
O -0.05 -0.04 -0.15
N -0.08 0.04 0.13
N 0.05 0.05 0.73
N -0.01 0.22 -0.01
C 0.13 0.02 -0.11
C 0.01 0.11 0.17
C -0.08 -0.23 0.15
C -0.17 0.08 -0.22
C 0.11 -0.26 0.06
C 0.11 0.04 0.50
C -0.15 -0.11 -0.02
C -0.03 0.10 -0.04
C 0.00 -0.15 0.02
C 0.04 -0.08 0.26
C 0.02 0.12 -0.02
C 0.03 0.29 -0.05
C -0.14 0.11 -0.10
C -0.14 -0.10 0.16
C -0.15 -0.03 0.01
C 0.08 -0.04 0.03
C 0.07 0.05 -0.07
C -0.03 0.08 0.19
C 0.12 0.16 -0.01
C 0.00 -0.17 -0.09
C 0.17 0.06 -0.02
C 0.10 -0.04 0.16
C 0.09 -0.30 -0.02
C -0.08 -0.10 0.22
C -0.10 -0.10 0.03
H -0.02 0.03 -0.09
H -0.01 0.03 0.00
H 0.02 -0.04 0.00
H 0.02 0.00 0.01
H -0.05 -0.01 0.00
H -0.03 0.00 -0.02
H 0.04 0.02 -0.03
H 0.01 0.02 0.02
H 0.01 -0.03 -0.15
H -0.03 -0.02 0.01
H -0.02 0.04 -0.01
H 0.00 -0.01 -0.01
H -0.04 0.03 0.01
H 0.01 0.00 -0.02
H 0.02 -0.02 -0.08
H -0.02 -0.02 0.01
H -0.03 0.03 0.01
H 0.01 0.10 -0.01
H 0.00 0.05 -0.05
H 0.03 0.00 0.02
H -0.05 -0.04 0.01
H 0.01 0.03 0.00
H -0.03 0.03 -0.12
H 0.01 -0.01 0.00
H 0.03 0.00 0.01
H -0.01 0.00 0.00
H -0.03 0.00 0.00
H -0.01 0.01 -0.01
H 0.01 0.03 0.01
H -0.03 -0.02 0.00
H 0.02 0.00 0.01
H 0.04 -0.03 -0.10
H 0.10 -0.04 -0.02

=====

no.,energy (Ha),F_max (eV/Å)
1,-2989.39767,5.5
2,-474.54497,4.1
3,-4051.82149,0.3
4,-3562.17109,0.7